[1]
Entry from OMol25: a single C6H8O2 molecule at a distorted geometry (ωB97M-V/def2-TZVPD).

## Properties
**Orbital gap**: 10.15 eV
**Calculated total energy**: -383.721096 hartree
**SMILES**: O=C1CCO[C@H]2C[C@H]12
**ΔE to the lowest compared entry with this formula, charge and spin**: 118.61 kcal/mol

Cartesian coordinates (Å):
O: -2.373 -0.942 -0.150
C: -1.336 -0.473 0.159
C: -1.131 1.067 -0.286
C: 0.156 1.680 0.349
O: 1.434 0.900 -0.170
C: 0.979 -0.415 -0.444
C: 1.272 -1.771 -0.057
C: -0.123 -1.050 0.520
H: -2.143 1.620 0.085
H: -1.190 0.961 -1.552
H: 0.197 1.560 1.409
H: 0.449 2.746 0.058
H: 0.596 -0.294 -1.421
H: 1.815 -2.059 0.758
H: 1.307 -2.648 -0.739
H: 0.090 -0.882 1.480

These are the Löwdin partial charges, in e, on atoms 1 to 2: O 0.12; C -0.46

***

[2]
Entry from OMol25: 13 unconnected molecules or ions with the total composition H26O13 at a distorted geometry (ωB97M-V/def2-TZVPD).

## Properties
**Orbital gap**: 7.10 eV
**Calculated total energy**: -993.497907 hartree
**ΔE to the lowest compared entry with this formula, charge and spin**: 172.77 kcal/mol

Cartesian coordinates (Å):
H: 0.699 -0.654 -0.220
H: -0.759 -0.329 0.064
H: 3.216 1.214 0.052
H: 2.509 0.348 -0.978
H: -4.547 0.474 -0.690
H: -4.524 1.801 0.050
H: -2.123 -4.160 1.587
H: -0.751 -3.607 1.241
H: -1.543 -1.906 -1.150
H: -1.374 -2.250 0.321
H: -0.689 1.204 -2.587
H: 0.535 0.976 -1.716
H: -2.446 4.257 1.366
H: -1.462 3.496 0.493
H: 2.594 2.842 0.036
H: 2.691 2.965 -1.476
H: 4.037 -1.974 -1.410
H: 2.953 -2.885 -0.857
H: -1.905 -0.925 -2.744
H: -2.916 -1.696 -3.578
H: -2.397 -1.197 3.538
H: -1.449 -1.551 2.404
H: -0.216 2.116 3.240
H: 0.435 2.226 1.871
H: 4.721 -0.860 0.487
H: 5.953 -0.447 1.275
O: -0.186 -0.739 -0.594
O: 2.354 1.064 -0.352
O: -5.030 1.304 -0.602
O: -1.556 -3.950 0.837
O: -1.011 -2.442 -0.551
O: -0.399 1.208 -1.667
O: -2.385 3.771 0.536
O: 2.899 3.435 -0.661
O: 3.349 -2.014 -0.736
O: -2.853 -1.050 -2.865
O: -1.846 -1.914 3.204
O: -0.253 2.620 2.420
O: 5.677 -0.772 0.411

These are the Löwdin partial charges, in e, on atoms 1 to 2: H 0.04; H 0.07

***

[3]
Entry from OMol25: a molecular structure, C24H51N9O7P2Rb at a distorted geometry (ωB97M-V/def2-TZVPD).

## Properties
**Orbital gap (spin up / spin down)**: 1.44 / 4.91 eV
**Calculated total energy**: -2671.121271 hartree
**2S+1**: 2

Cartesian coordinates (Å):
Rb: -12.088 8.168 -24.671
N: -13.343 4.325 -23.561
H: -13.725 5.257 -23.494
H: -13.201 4.001 -22.615
H: -12.438 4.434 -23.997
H: -13.925 3.626 -23.999
O: -13.968 6.864 -23.185
H: -14.582 7.100 -22.463
C: -16.115 11.570 -22.997
C: -15.962 10.219 -23.217
C: -16.875 9.522 -23.994
C: -17.906 10.201 -24.647
C: -17.934 11.606 -24.514
C: -17.067 12.264 -23.730
N: -19.027 9.403 -25.270
O: -19.064 8.201 -25.194
O: -19.858 10.096 -25.947
H: -15.365 11.993 -22.345
H: -15.300 9.609 -22.620
H: -16.706 8.456 -24.023
H: -18.564 12.162 -25.192
H: -17.192 13.334 -23.652
C: -16.468 5.236 -20.543
C: -16.847 6.014 -21.658
C: -18.107 6.570 -21.731
C: -18.974 6.410 -20.673
C: -18.657 5.622 -19.516
C: -17.338 5.067 -19.525
N: -20.272 7.094 -20.727
O: -20.559 7.803 -21.720
O: -21.093 6.880 -19.795
H: -15.551 4.668 -20.594
H: -16.233 6.165 -22.533
H: -18.476 7.181 -22.541
H: -19.251 5.415 -18.638
H: -17.105 4.422 -18.690
O: -14.785 2.491 -24.770
P: -15.599 2.425 -26.000
N: -16.621 1.065 -26.302
C: -15.991 -0.241 -26.465
C: -17.961 0.982 -25.724
N: -14.615 2.627 -27.419
C: -13.323 3.370 -27.401
C: -15.142 2.324 -28.738
N: -16.687 3.726 -26.060
C: -17.530 3.996 -27.240
C: -16.652 4.750 -25.031
H: -16.730 -0.984 -26.765
H: -15.453 -0.530 -25.562
H: -15.259 -0.216 -27.272
H: -18.782 1.293 -26.372
H: -18.037 1.595 -24.826
H: -18.199 -0.049 -25.466
H: -12.733 3.392 -28.317
H: -13.542 4.378 -27.046
H: -12.717 3.038 -26.557
H: -14.452 1.722 -29.329
H: -16.045 1.716 -28.671
H: -15.245 3.214 -29.357
H: -16.946 4.217 -28.134
H: -18.226 3.198 -27.498
H: -18.265 4.799 -27.172
H: -16.963 4.314 -24.082
H: -17.405 5.493 -25.292
H: -15.697 5.268 -24.932
O: -11.226 10.528 -23.172
P: -10.659 10.566 -21.831
N: -11.808 10.350 -20.550
C: -12.626 9.103 -20.653
C: -12.369 11.434 -19.774
N: -9.862 12.076 -21.442
C: -10.526 13.295 -21.839
C: -8.543 12.215 -20.884
N: -9.458 9.373 -21.508
C: -9.027 9.094 -20.149
C: -8.535 8.851 -22.501
H: -12.991 8.630 -19.742
H: -11.989 8.320 -21.066
H: -13.398 9.390 -21.367
H: -13.082 12.029 -20.344
H: -11.528 12.037 -19.433
H: -12.967 11.038 -18.953
H: -11.071 13.769 -21.023
H: -9.852 13.994 -22.334
H: -11.236 13.083 -22.639
H: -8.535 11.896 -19.842
H: -7.836 11.646 -21.487
H: -8.284 13.273 -20.845
H: -9.776 9.408 -19.421
H: -8.739 8.043 -20.162
H: -8.190 9.786 -20.055
H: -7.725 9.553 -22.698
H: -9.122 8.662 -23.399
H: -8.073 7.878 -22.335

These are the Löwdin partial charges, in e, on atoms 1 to 2: Rb 0.86; N 0.28

***

[4]
Entry from OMol25: a molecular structure, C4H7N2 at a distorted geometry (ωB97M-V/def2-TZVPD).

## Properties
**Orbital gap**: 10.87 eV
**Calculated total energy**: -265.729429 hartree
**ΔE to the lowest compared entry with this formula, charge and spin**: 112.35 kcal/mol
**Total charge**: +1

Cartesian coordinates (Å):
C: 1.400 -0.023 0.883
C: -1.190 -0.438 -0.739
C: -1.263 0.034 0.811
C: 0.468 0.424 -0.775
N: 1.728 -0.076 -0.440
N: 0.198 0.529 0.646
H: 1.785 -0.380 1.897
H: -1.181 -1.602 -0.810
H: -1.856 0.220 -1.497
H: -1.992 0.859 0.885
H: -1.120 -0.819 1.502
H: 0.384 1.338 -1.471
H: 2.639 -0.066 -0.893

These are the Löwdin partial charges, in e, on atoms 1 to 2: C 0.01; C 0.03

***

[5]
Entry from OMol25: a single C6H11NO2 molecule at a distorted geometry (ωB97M-V/def2-TZVPD).

## Properties
**Orbital gap**: 8.19 eV
**Calculated total energy**: -440.316659 hartree
**ΔE to the lowest compared entry with this formula, charge and spin**: 107.04 kcal/mol

Cartesian coordinates (Å):
C: 0.159 -0.130 -1.159
C: -0.044 0.431 2.581
C: 1.207 -1.140 -1.614
C: 0.207 1.144 -1.990
C: -1.683 -0.611 0.836
C: -0.441 0.020 1.198
O: -2.483 -0.729 1.917
N: 0.446 0.224 0.244
O: 1.563 0.734 0.467
H: -3.298 -1.179 1.655
H: -0.837 -0.568 -1.163
H: -0.945 0.496 3.233
H: 0.433 1.395 2.544
H: 0.664 -0.279 3.003
H: 2.207 -0.731 -1.471
H: -0.590 1.825 -1.698
H: 1.168 1.635 -1.841
H: 1.115 -2.065 -1.037
H: 1.055 -1.371 -2.664
H: 0.098 0.901 -3.043

These are the Löwdin partial charges, in e, on atoms 1 to 2: C -0.37; C -0.02

***

[6]
Entry from OMol25: a gas-phase ion, C14H17BN2O3 (charge +2) at a distorted geometry (ωB97M-V/def2-TZVPD).

## Properties
**Orbital gap**: 8.64 eV
**Calculated total energy**: -903.288279 hartree
**Total charge**: +2

Cartesian coordinates (Å):
C: 5.111 -3.265 0.137
B: 5.025 -1.780 -0.261
O: 6.034 -0.991 -0.665
N: 3.613 -1.083 -0.163
C: 3.329 -0.320 0.908
C: 2.095 0.278 1.048
C: 1.132 0.091 0.057
C: -0.223 0.696 0.187
C: -1.096 0.227 1.171
C: -2.360 0.768 1.276
N: -2.756 1.742 0.437
C: -4.138 2.283 0.561
C: -5.236 1.305 0.096
C: -4.733 0.239 -0.843
O: -4.683 0.351 -2.028
O: -4.344 -0.895 -0.183
C: -1.925 2.224 -0.501
C: -0.649 1.723 -0.651
C: 1.452 -0.679 -1.059
C: 2.704 -1.254 -1.137
H: 5.512 -3.851 -0.692
H: 4.166 -3.705 0.445
H: 5.830 -3.359 0.955
H: 6.267 -0.996 -1.601
H: 4.114 -0.208 1.643
H: 1.878 0.888 1.912
H: -0.787 -0.556 1.848
H: -3.056 0.428 2.026
H: -4.274 2.557 1.602
H: -4.184 3.179 -0.048
H: -5.968 1.895 -0.449
H: -5.757 0.858 0.938
H: -3.531 -1.217 -0.593
H: -2.297 3.016 -1.132
H: 0.000 2.135 -1.409
H: 0.746 -0.854 -1.857
H: 2.989 -1.872 -1.976

These are the Löwdin partial charges, in e, on atoms 1 to 2: C 0.05; B -0.45